Record 1
{
  "formula": "C4H2O2",
  "method": "ωB97M-V/def2-TZVPD",
  "homo_ev": [-9.163, -9.163],
  "orbital_gap_ev": [8.41, 8.41],
  "e_lumo_ev": [-0.750, -0.750],
  "de_lowest_kj_mol": 270.66,
  "elements": ["O", "C", "C", "O", "C", "C", "H", "H"],
  "xyz": [[-0.8696, -1.3364, 0.9087], [-0.5693, -0.5850, 0.0055], [-0.4503, 1.0585, 0.4575], [-1.1339, 1.8666, 0.9753], [0.9005, 0.7493, 0.0817], [1.1702, -0.3474, -0.5132], [-1.0079, -0.4451, -0.9848], [1.9604, -0.9605, -0.9306]],
  "forces_ev_per_angstrom": [[0.5, -0.1, -0.3], [-0.9, -0.1, 0.2], [-0.3, 1.1, 0.7], [0.5, -0.7, -0.5], [0.4, -0.4, -0.3], [0.0, 0.2, 0.2], [0.2, -0.2, -0.2], [-0.3, 0.2, 0.2]]
}

***

Record 2
{
  "formula": "C4H2O3",
  "method": "ωB97M-V/def2-TZVPD",
  "homo_ev": -9.880,
  "orbital_gap_ev": 9.54,
  "e_lumo_ev": -0.343,
  "de_lowest_kj_mol": 730.66,
  "elements": ["C", "C", "C", "C", "O", "O", "O", "H", "H"],
  "xyz": [[-0.1291, 0.3646, 0.1736], [0.2389, 1.4030, 1.1327], [0.4724, -0.1363, -1.1109], [0.3697, -1.0676, -0.0131], [0.7386, 0.1547, -2.2213], [-1.5209, 0.7349, 0.3298], [-1.0367, 1.7233, 1.2258], [1.2432, -1.3267, 0.5668], [-0.3762, -1.8500, -0.0835]],
  "forces_ev_per_angstrom": [[-0.7, 0.4, 0.0], [0.3, 0.5, 0.5], [0.1, 0.4, 0.3], [0.1, -0.5, 0.0], [0.0, -0.1, -0.4], [-0.8, -1.1, -0.9], [1.0, 0.5, 0.5], [0.2, 0.0, 0.1], [-0.1, 0.0, 0.0]]
}

***

Record 3
{
  "formula": "C4H2S",
  "method": "ωB97M-V/def2-TZVPD",
  "homo_ev": [-8.633, -8.722],
  "orbital_gap_ev": [7.32, 6.72],
  "e_lumo_ev": [-1.311, -2.002],
  "de_lowest_kj_mol": 753.47,
  "elements": ["C", "C", "C", "C", "S", "H", "H"],
  "xyz": [[-0.9681, 0.1735, -2.7732], [0.0200, 0.2384, -1.9766], [0.9946, 0.2010, -1.1590], [-0.6699, -0.6701, 0.9300], [-0.6378, -2.1683, 0.4239], [-1.4600, -0.2487, -3.5990], [-0.9929, -2.9182, 1.6484]],
  "forces_ev_per_angstrom": [[1.4, 0.7, 1.4], [-3.1, -0.4, -2.7], [2.0, 0.1, 1.9], [0.0, 1.4, 0.4], [-0.3, -2.1, 0.9], [-0.4, -0.4, -0.6], [0.3, 0.7, -1.3]]
}

***

Record 4
{
  "formula": "C4H2S2",
  "method": "ωB97M-V/def2-TZVPD",
  "homo_ev": [-8.452, -8.445],
  "orbital_gap_ev": [6.01, 6.00],
  "e_lumo_ev": [-2.439, -2.444],
  "smiles": "S=C=C=S.C#C",
  "de_lowest_kj_mol": 248.00,
  "elements": ["S", "C", "C", "S", "C", "C", "H", "H"],
  "xyz": [[-0.4852, -1.8808, 2.1568], [-0.2617, -1.7735, 0.5651], [-0.5875, -1.6011, -0.6486], [-0.4312, -1.3647, -2.2240], [-0.0629, 1.7694, -0.2744], [0.8846, 1.4151, 0.3719], [-0.8838, 1.9776, -0.8646], [1.8276, 1.4580, 0.9179]],
  "forces_ev_per_angstrom": [[0.7, 0.0, -1.7], [-1.4, -0.2, 3.0], [1.2, 0.3, -2.8], [-0.5, -0.2, 1.4], [1.2, -0.7, 0.8], [0.8, 1.0, 0.3], [-1.1, 0.3, -0.7], [-0.9, -0.5, -0.3]]
}

***

Record 5
{
  "formula": "C4H30N2O11",
  "method": "ωB97M-V/def2-TZVPD",
  "homo_ev": -9.506,
  "orbital_gap_ev": 9.79,
  "e_lumo_ev": 0.282,
  "smiles": "NCCCC(N)=O.O.O.O.O.O.O.O.O.O.O",
  "de_lowest_kj_mol": 81.22,
  "elements": ["N", "C", "C", "C", "C", "N", "O", "H", "H", "H", "H", "H", "H", "H", "H", "H", "H", "O", "H", "H", "O", "H", "H", "O", "H", "H", "O", "H", "H", "O", "H", "H", "O", "H", "H", "O", "H", "H", "O", "H", "H", "O", "H", "H", "O", "H", "H"],
  "xyz": [[-1.1807, 1.1431, -0.9643], [-0.5566, 1.4770, -2.2165], [-0.4222, 0.2135, -3.0964], [-0.0670, -1.1726, -2.5113], [1.1417, -1.3352, -1.6360], [2.2091, -0.5165, -1.8769], [1.3288, -2.1953, -0.7553], [-1.4133, 1.9272, -0.3620], [-0.6247, 0.4918, -0.4252], [0.3942, 2.0314, -2.1084], [-1.2606, 2.1379, -2.7282], [0.3741, 0.4139, -3.8242], [-1.3792, 0.1293, -3.6058], [-0.0706, -1.9769, -3.2555], [-0.9529, -1.5326, -1.9648], [2.7631, -0.3025, -1.0671], [2.0148, 0.3072, -2.4349], [0.2762, -2.3994, 3.7075], [1.1765, -2.6993, 3.5584], [-0.3332, -2.8522, 3.1253], [0.0134, 0.8713, 3.4851], [-0.0905, 0.1339, 2.8714], [0.2469, 0.5907, 4.3729], [-1.1717, -1.0015, 1.5826], [-2.0862, -0.8228, 1.8021], [-1.1207, -1.9671, 1.5409], [1.6025, 0.6963, 1.0426], [1.5970, -0.2341, 1.2877], [1.6165, 1.2344, 1.8416], [0.3244, 4.4272, 0.9111], [0.2780, 3.6204, 1.4047], [-0.3917, 5.0536, 0.9760], [-0.6287, -3.4488, 0.6323], [-0.2908, -2.9341, -0.1505], [-1.4131, -3.8895, 0.2789], [2.4654, 2.2505, -2.9878], [1.6395, 2.4388, -2.5310], [2.4541, 2.8122, -3.7719], [-1.6518, 2.6638, 2.2435], [-2.3227, 2.8706, 2.8948], [-1.0880, 1.9825, 2.6661], [2.9572, -3.6569, 1.3384], [2.2412, -3.3457, 0.7708], [2.6107, -4.2509, 2.0056], [-3.9101, -0.0400, -0.4225], [-3.1120, 0.4895, -0.3214], [-4.1864, 0.1657, -1.3223]],
  "forces_ev_per_angstrom": [[-0.4, -0.3, 0.6], [-0.4, -0.3, 0.3], [1.1, 0.1, -0.5], [-1.7, -0.5, 0.8], [2.5, -0.1, 0.8], [-1.5, 0.7, -0.6], [-1.7, 0.3, -0.7], [0.4, 0.1, -0.2], [0.1, 0.1, 0.3], [-0.8, -0.5, 0.3], [0.3, 0.1, -0.2], [-0.4, 0.2, -0.3], [0.1, -0.3, -0.2], [0.6, 0.5, -0.5], [0.3, 0.3, 0.6], [0.4, -0.2, 0.2], [0.4, -0.1, -0.1], [0.1, 0.6, 0.7], [-0.2, -0.3, -0.3], [0.4, -0.3, -0.3], [0.2, 0.9, -0.1], [-0.1, -0.8, 0.3], [-0.1, -0.5, -0.2], [0.0, 0.5, 0.2], [-0.4, 0.3, 0.0], [0.2, -0.1, -0.5], [0.1, 0.2, -0.6], [0.0, 0.0, 0.3], [0.0, -0.4, 0.2], [1.7, 0.8, -1.5], [-1.2, -0.1, 0.6], [-0.5, -0.7, 0.7], [-0.4, 0.1, -0.9], [0.4, -0.4, 0.9], [0.1, -0.1, 0.2], [0.3, 0.0, -0.3], [0.3, 0.4, 0.0], [0.1, -0.1, 0.1], [0.2, -0.3, -0.2], [-0.1, 0.0, 0.1], [-0.2, 0.3, 0.1], [0.4, 0.3, 0.1], [-0.2, -0.2, 0.0], [-0.3, -0.1, -0.2], [-0.4, -0.1, 0.0], [0.4, 0.0, -0.2], [0.0, -0.1, 0.1]]
}